Record 1
A cluster of 2 separate species, C6H11NO in total in a non-equilibrium geometry. Source: the OMol25 dataset; level of theory: the ωB97M-V functional and the def2-TZVPD basis.

```
19
Properties=species:S:1:pos:R:3:nbo_charge:R:1
C -1.7391 -0.1718 -0.9910 -0.636
C -0.6955 0.3093 -0.0211 -0.088
C -0.9556 0.2255 1.3589 -0.308
C 0.3031 0.3558 2.0642 -0.108
N 1.1079 0.8360 1.1077 -0.502
C 0.5722 0.7597 -0.1783 0.125
C 1.4682 1.1080 -1.4120 -0.653
H -2.7411 0.2913 -0.9076 0.216
H -1.2032 -0.1971 -2.0383 0.212
H -1.9561 -1.2019 -0.7292 0.236
H -1.9628 0.0939 1.6399 0.214
H 0.6007 0.4396 3.1253 0.216
H 1.9931 1.2397 1.1942 0.399
H 2.5181 1.2059 -1.1141 0.208
H 1.3103 2.1146 -1.7918 0.225
H 1.3239 0.1777 -2.0539 0.242
O -0.0962 -2.2778 -0.1004 -0.931
H 0.0410 -3.2411 0.0452 0.460
H 0.1111 -2.0673 0.8022 0.472
```

The relative energy (zero: lowest compared OMol25 entry of this formula, charge and spin) comes out at 188.5 kJ/mol. Its structure (SMILES) is Cc1cc[nH]c1C.O. The value obtained for the HOMO energy is -7.74 eV. The calculation puts the HOMO-LUMO gap at 0.31517 hartree. The LUMO energy comes out at 0.838 eV.


Record 2
A structure of composition C6H11NO in a non-equilibrium geometry. Source: the OMol25 dataset; level of theory: the ωB97M-V functional and the def2-TZVPD basis.

```
19
Properties=species:S:1:pos:R:3:nbo_charge:R:1
C -1.1213 -1.0048 1.1487 -0.145
C 0.9099 0.1901 -2.2069 -0.657
C 1.6458 0.1544 0.2023 -0.665
C -1.2676 0.8511 0.7377 0.339
C 0.5315 0.4036 -0.7692 0.173
C -0.6151 1.1175 -0.4809 -0.373
O -0.3089 -2.0395 0.6760 -0.728
N -2.1450 1.4667 1.4044 -0.671
H 0.0465 -2.5164 1.4384 0.478
H -2.2531 1.1487 2.3700 0.354
H -2.1460 -1.2646 0.8846 0.171
H -1.0210 -0.8738 2.2274 0.151
H -1.1170 1.7353 -1.2239 0.232
H 1.8794 0.6418 -2.4410 0.212
H 0.9864 -0.8856 -2.4007 0.232
H 0.1675 0.5987 -2.8968 0.219
H 2.4951 0.7980 -0.0606 0.229
H 1.9650 -0.8904 0.1564 0.228
H 1.3680 0.3691 1.2340 0.221
```

The relative energy (zero: lowest compared OMol25 entry of this formula, charge and spin) comes out at 369.1 kJ/mol. The value obtained for the HOMO energy is -8.42 eV. The calculation puts the HOMO-LUMO gap at 0.32881 hartree. The LUMO energy comes out at 0.531 eV.


Record 3
A cluster of 2 separate species, C6H11NO in total in a non-equilibrium geometry. Source: the OMol25 dataset; level of theory: the ωB97M-V functional and the def2-TZVPD basis.

```
19
Properties=species:S:1:pos:R:3:nbo_charge:R:1
C -2.2769 -0.2612 0.4895 -0.615
C -1.2951 0.5805 -0.3367 -0.435
C 0.1498 0.4753 0.0330 -0.086
C 1.3309 1.0244 -0.5891 -0.319
C 2.4131 0.7747 0.2877 -0.034
N 1.9375 0.2439 1.4392 -0.524
C 0.5631 -0.0563 1.2776 -0.113
H -3.3329 -0.3328 0.0562 0.222
H -1.9216 -1.2758 0.5576 0.207
H -2.3012 0.2573 1.4821 0.216
H -1.2848 0.3683 -1.3869 0.204
H -1.4655 1.6936 -0.2720 0.222
H 1.3347 1.4104 -1.5042 0.208
H 3.5376 1.0493 0.3143 0.210
H 2.6789 0.0290 2.1265 0.420
H 0.0809 -0.7190 1.9755 0.216
O 0.0065 -2.0703 -1.9103 -0.973
H 0.1688 -1.6826 -2.8248 0.487
H -0.3238 -1.5085 -1.2151 0.488
```

The relative energy (zero: lowest compared OMol25 entry of this formula, charge and spin) comes out at 171.2 kJ/mol. Its structure (SMILES) is CCc1cc[nH]c1.O. The value obtained for the HOMO energy is -8.15 eV. The calculation puts the HOMO-LUMO gap at 0.33368 hartree. The LUMO energy comes out at 0.934 eV.